Computed, not measured: a 15-piece molecular cluster, C60H75N15 overall at a distorted geometry, with ωB97M-V/def2-TZVPD.

Last column: Löwdin charge in e.
Atoms and positions in Å:
N (-2.531, 0.689, -1.520)  0.05
C (-1.940, 1.879, -1.591)  -0.15
C (-2.196, 2.479, -2.859)  -0.06
C (-2.907, 1.436, -3.556)  -0.12
C (-3.126, 0.409, -2.687)  -0.21
H (-2.306, 0.074, -0.764)  0.12
H (-1.275, 2.269, -0.827)  0.09
H (-1.815, 3.414, -3.286)  0.09
H (-3.276, 1.587, -4.568)  0.10
H (-3.687, -0.478, -2.853)  0.08
N (-4.273, 1.730, 2.710)  0.02
C (-4.797, 0.462, 2.564)  -0.14
C (-4.629, -0.202, 3.725)  -0.11
C (-3.995, 0.717, 4.640)  -0.08
C (-3.889, 1.971, 3.962)  -0.13
H (-4.154, 2.361, 1.949)  0.11
H (-5.151, 0.049, 1.660)  0.08
H (-4.973, -1.195, 3.969)  0.10
H (-3.848, 0.413, 5.628)  0.06
H (-3.343, 2.859, 4.217)  0.09
N (-5.298, -1.474, -1.001)  0.01
C (-4.181, -2.302, -0.984)  -0.15
C (-4.432, -3.297, -0.062)  -0.11
C (-5.675, -2.998, 0.592)  -0.08
C (-6.174, -1.865, -0.063)  -0.15
H (-5.272, -0.582, -1.480)  0.12
H (-3.438, -2.337, -1.784)  0.11
H (-3.825, -4.134, 0.208)  0.08
H (-6.219, -3.560, 1.354)  0.10
H (-7.070, -1.341, 0.063)  0.10
N (1.841, -4.308, -2.972)  0.01
C (2.757, -5.295, -2.907)  -0.13
C (2.662, -5.846, -1.614)  -0.10
C (1.727, -5.048, -0.892)  -0.13
C (1.261, -4.093, -1.798)  -0.16
H (1.695, -3.746, -3.788)  0.11
H (3.350, -5.615, -3.737)  0.10
H (3.253, -6.671, -1.281)  0.08
H (1.353, -5.186, 0.115)  0.09
H (0.503, -3.280, -1.670)  0.12
N (-0.292, -0.593, -4.317)  0.01
C (0.510, -0.122, -3.318)  -0.13
C (1.768, -0.665, -3.535)  -0.09
C (1.695, -1.511, -4.680)  -0.12
C (0.378, -1.454, -5.149)  -0.12
H (-1.289, -0.420, -4.273)  0.11
H (0.116, 0.533, -2.601)  0.08
H (2.656, -0.354, -3.020)  0.08
H (2.455, -1.957, -5.243)  0.08
H (-0.204, -1.849, -5.993)  0.12
N (-4.915, 3.882, -0.413)  0.02
C (-5.655, 2.744, -0.722)  -0.14
C (-6.793, 2.815, 0.017)  -0.13
C (-6.745, 3.967, 0.867)  -0.08
C (-5.564, 4.586, 0.517)  -0.18
H (-3.983, 4.108, -0.771)  0.13
H (-5.287, 1.899, -1.338)  0.10
H (-7.612, 2.093, 0.067)  0.10
H (-7.504, 4.262, 1.535)  0.08
H (-5.217, 5.518, 0.889)  0.10
N (4.289, -4.178, 1.550)  0.01
C (3.443, -3.124, 1.382)  -0.18
C (3.881, -2.082, 2.194)  -0.12
C (4.962, -2.582, 3.028)  -0.07
C (5.248, -3.868, 2.529)  -0.11
H (4.070, -5.155, 1.410)  0.14
H (2.646, -3.098, 0.638)  0.08
H (3.448, -1.094, 2.030)  0.08
H (5.401, -2.064, 3.842)  0.07
H (5.901, -4.691, 2.928)  0.12
N (-0.480, -0.157, 4.583)  0.02
C (-0.355, 0.187, 5.861)  -0.17
C (0.528, -0.663, 6.481)  -0.10
C (0.950, -1.559, 5.453)  -0.12
C (0.351, -1.170, 4.245)  -0.12
H (-1.137, 0.195, 3.948)  0.07
H (-0.969, 1.023, 6.230)  0.12
H (0.888, -0.578, 7.480)  0.08
H (1.749, -2.268, 5.557)  0.09
H (0.319, -1.648, 3.269)  0.10
N (4.718, -1.257, -0.841)  0.04
C (4.467, -2.277, -1.676)  -0.13
C (4.989, -1.905, -2.934)  -0.11
C (5.460, -0.556, -2.848)  -0.10
C (5.284, -0.222, -1.532)  -0.15
H (4.523, -1.160, 0.121)  0.09
H (4.076, -3.197, -1.329)  0.08
H (5.004, -2.580, -3.782)  0.08
H (5.883, 0.041, -3.597)  0.07
H (5.595, 0.695, -1.097)  0.09
N (3.763, 2.860, 4.675)  0.02
C (4.435, 3.280, 3.526)  -0.13
C (3.936, 2.627, 2.452)  -0.11
C (2.957, 1.713, 2.979)  -0.12
C (2.853, 1.944, 4.338)  -0.13
H (3.851, 3.306, 5.543)  0.13
H (5.113, 4.120, 3.668)  0.11
H (4.242, 2.732, 1.422)  0.09
H (2.420, 0.984, 2.415)  0.06
H (2.226, 1.572, 5.152)  0.11
N (-0.611, -4.327, 4.372)  0.03
C (-0.388, -5.312, 3.461)  -0.14
C (-1.472, -5.389, 2.664)  -0.13
C (-2.435, -4.446, 3.118)  -0.12
C (-1.851, -3.762, 4.172)  -0.13
H (0.077, -3.912, 4.956)  0.11
H (0.469, -5.933, 3.493)  0.10
H (-1.694, -6.101, 1.903)  0.09
H (-3.419, -4.231, 2.707)  0.08
H (-2.124, -2.901, 4.772)  0.11
N (0.388, 3.574, 1.453)  0.04
C (-0.579, 3.319, 2.354)  -0.15
C (-1.683, 4.074, 2.052)  -0.11
C (-1.426, 4.698, 0.829)  -0.13
C (-0.163, 4.362, 0.484)  -0.16
H (1.378, 3.416, 1.570)  0.13
H (-0.403, 2.699, 3.217)  0.11
H (-2.661, 4.056, 2.526)  0.08
H (-2.080, 5.209, 0.134)  0.09
H (0.446, 4.560, -0.418)  0.11
N (1.518, 1.820, -6.041)  0.03
C (2.822, 2.106, -6.337)  -0.13
C (2.814, 3.136, -7.288)  -0.12
C (1.465, 3.410, -7.610)  -0.12
C (0.692, 2.610, -6.798)  -0.15
H (1.233, 1.128, -5.347)  0.10
H (3.674, 1.593, -5.928)  0.11
H (3.665, 3.665, -7.639)  0.08
H (1.153, 4.131, -8.334)  0.08
H (-0.394, 2.470, -6.789)  0.11
N (2.704, 4.253, -3.800)  0.01
C (1.788, 3.758, -2.901)  -0.12
C (2.528, 3.288, -1.817)  -0.13
C (3.879, 3.544, -2.077)  -0.12
C (3.966, 4.195, -3.308)  -0.13
H (2.408, 4.475, -4.754)  0.14
H (0.781, 3.618, -3.143)  0.07
H (2.104, 2.727, -0.982)  0.08
H (4.723, 3.356, -1.446)  0.08
H (4.836, 4.550, -3.857)  0.11
N (-1.677, -1.418, 1.556)  0.04
C (-1.356, -0.061, 1.617)  -0.16
C (-0.242, 0.160, 0.820)  -0.12
C (0.163, -1.096, 0.264)  -0.09
C (-0.747, -2.076, 0.727)  -0.10
H (-2.540, -1.909, 1.818)  0.13
H (-2.038, 0.587, 2.146)  0.09
H (0.190, 1.103, 0.721)  0.05
H (1.030, -1.299, -0.370)  0.08
H (-1.065, -3.055, 0.449)  0.09

Values from the calculation:
energy relative to the best compared isomer or geometry (same formula, charge and spin): 90.5 kJ/mol
E_tot: -3152.49872 Eh
total charge: 0
HOMO level: -7.8 eV
M: 1006.4 u